Entry 1:
DFT (the ωB97M-V functional and the def2-TZVPD basis) results for an isolated molecule of C7H11N.

Properties
* structure (SMILES): C1C[C@@H]2[C@@H]3[C@@H]1CCN32
* HOMO energy: -0.3210 Ha
* energy relative to the best compared isomer or geometry (same formula, charge and spin): 132.0 kcal per mole
* total energy: -327.87759 Ha
* molecular weight: 109.17 g mol⁻¹

Geometry as XYZ:
```
19
C7H11N (the ωB97M-V functional and the def2-TZVPD basis)
N 0.9037 -1.4493 0.1434
C -1.3342 1.0398 0.1983
C 1.8773 -0.4345 -0.4747
C 0.1136 -0.6899 0.9684
C -0.7244 -1.3861 0.0152
C 1.6278 1.0065 0.1972
C 0.1323 0.6577 0.1799
C -1.8100 -0.2959 -0.4362
H -1.2355 -2.3649 0.2101
H -1.6261 1.8618 -0.5365
H -1.9888 1.3871 1.0332
H -2.7429 -0.6283 0.1269
H 2.0985 1.1554 1.1844
H 1.6462 -0.3194 -1.6189
H 0.0342 -0.6284 2.1129
H 1.9936 1.7274 -0.5537
H 2.9421 -0.7667 -0.3445
H -1.9620 -0.2936 -1.5390
H 0.0546 0.4213 -0.8662
```

***

Entry 2:
DFT (the ωB97M-V functional and the def2-TZVPD basis) results for a structure of composition C32H53InNP2.

Properties
* charge: +1
* HOMO energy (spin up / spin down): -0.3125 / -0.3125 Ha
* energy relative to the best compared isomer or geometry (same formula, charge and spin): 0.0 kcal per mole
* total energy: -2178.35455 Ha
* molecular weight: 628.55 g mol⁻¹

Geometry as XYZ:
```
89
C32H53InNP2 (the ωB97M-V functional and the def2-TZVPD basis)
In 0.8159 -0.4488 -0.3406
P 1.9179 1.7409 -1.4836
P 2.5467 0.7270 1.1519
N 1.1305 -4.7656 0.0077
C 2.6083 1.8047 -3.1652
C -2.7892 -2.0161 -1.5681
C 1.6549 -5.5936 1.0812
C -2.1070 0.7858 0.8075
C 6.6620 3.7710 0.7585
C 3.2851 1.7302 -0.2084
C 2.0639 -3.7284 -0.4118
C -1.8494 -1.5072 0.7839
C 1.7306 -3.1292 -1.7555
C 3.8133 -0.2130 2.0131
C 6.0300 3.9173 -0.6431
C -2.4287 0.3182 -0.5005
C 2.1988 -3.8508 -2.8730
C 4.1325 5.3990 0.1581
C -1.5971 -2.9117 1.1963
C 5.7597 3.1327 1.7674
C 0.5251 -1.6493 -3.2092
C 0.4536 -5.5535 -1.0046
C 1.1127 3.3423 -1.1830
C -2.3274 2.1624 1.3002
C 4.9246 3.7741 2.5986
C 1.7812 -3.4905 -4.1528
C 4.8270 6.0314 1.3235
C -2.3302 -1.1012 -0.4951
C -1.7524 -0.3436 1.6004
C 1.9799 2.0230 2.2743
C 0.9102 -2.4142 -4.3229
C 4.6921 5.2521 2.6516
C 1.0027 -1.9594 -1.9362
C 4.6626 4.5232 -0.7095
C -2.9151 1.1422 -1.6303
C -1.4675 -0.3275 3.0563
H 1.7605 1.9463 -3.8578
H 1.6950 1.5411 3.2179
H -2.6210 2.1937 -1.5125
H 4.2089 1.2920 -0.5946
H -3.7814 -2.4331 -1.3169
H -2.8898 -1.4860 -2.5215
H 4.7603 0.3526 2.0214
H 2.5468 -6.1729 0.7719
H 5.9235 2.0551 1.8910
H -2.3879 -0.5087 3.6428
H -0.8040 -3.3840 0.5868
H 0.3527 3.4643 -1.9707
H 1.9410 -4.9589 1.9326
H 0.5969 3.3555 -0.2112
H 0.8813 -6.3084 1.3929
H 3.1306 5.8053 -0.0291
H 3.0890 0.8469 -3.4056
H -0.7437 -1.1106 3.3313
H 7.0738 4.7319 1.0982
H 1.1137 2.5675 1.8818
H 4.4737 3.2217 3.4327
H 2.1483 -4.0517 -5.0168
H 3.4487 -0.3882 3.0352
H -1.2804 -2.9628 2.2470
H -3.3988 2.3196 1.5237
H -1.7652 2.3549 2.2240
H 3.9629 -1.1906 1.5296
H -0.0902 -6.3492 -0.4655
H 0.5293 -2.1617 -5.3054
H -4.0158 1.1111 -1.7016
H 2.8880 -4.6967 -2.7245
H 4.1007 4.2661 -1.6191
H 2.1121 -2.9731 0.4023
H 2.8063 2.7293 2.4453
H 1.8296 4.1800 -1.2298
H 5.3732 5.7147 3.3861
H 3.5072 2.7455 0.1718
H 6.7278 4.4927 -1.2744
H 5.9805 2.9124 -1.0940
H 5.8831 6.2609 1.1200
H -2.0369 2.9160 0.5527
H 4.3374 7.0044 1.4940
H 7.5295 3.1012 0.6376
H 1.1252 -6.0399 -1.7371
H -2.0953 -2.8600 -1.6901
H -0.2762 -4.9548 -1.5665
H -2.5038 -3.5356 1.0896
H -2.5211 0.7775 -2.5922
H 3.6762 5.4276 3.0388
H 3.0945 -4.1523 -0.4789
H -0.1155 -0.7834 -3.3631
H 3.3510 2.6151 -3.2827
H -1.0625 0.6453 3.3685
```

***

Entry 3:
DFT (the ωB97M-V functional and the def2-TZVPD basis) results for a structure of composition C14H26MgO8S4.

Properties
* HOMO energy: -0.2129 Ha
* energy relative to the best compared isomer or geometry (same formula, charge and spin): 5.3 kcal per mole
* total energy: -2943.81640 Ha
* molecular weight: 474.93 g mol⁻¹

Geometry as XYZ:
```
53
C14H26MgO8S4 (the ωB97M-V functional and the def2-TZVPD basis)
S -2.6312 -0.4467 -1.8628
S 1.1604 -3.4072 0.0607
S -1.5403 -1.2432 2.7407
S 1.9106 0.7224 -2.4991
Mg 0.1087 -0.2881 -0.0243
O 1.2534 5.5037 2.6422
O -0.6104 1.7287 0.6071
O 0.7573 -2.0874 -0.5435
O 3.3812 3.9571 3.4590
O -0.5368 -0.9468 1.6598
O 0.6629 0.3431 -1.7493
O -1.6154 -0.6537 -0.7534
O 1.8621 0.3700 0.8913
C 2.4528 -0.6789 -3.5048
C 2.8114 -3.7302 -0.6372
C 1.6938 -3.1135 1.7698
C 0.3923 2.3276 1.1834
C 1.3342 4.3552 2.2682
C 1.3647 1.8298 -3.8016
C 2.6496 2.1266 2.1681
C -2.6196 0.2198 2.7634
C -4.2785 -0.3991 -1.1400
C -2.6952 -2.4016 1.9695
C 2.5493 3.4636 2.7200
C 1.6581 1.5412 1.4267
C 0.3036 3.6545 1.5121
C -2.4927 1.3392 -2.1309
H 0.7263 2.5191 -3.2434
H -0.6481 4.1436 1.3459
H 3.6065 1.6325 2.2745
H 2.7838 -1.4384 -2.7975
H -3.2785 1.7371 -2.7756
H 2.2268 -3.9673 2.1906
H -4.5416 -1.3607 -0.6994
H 3.4350 -2.8375 -0.6546
H -4.9947 -0.3044 -1.9610
H -4.4146 0.4223 -0.4401
H -1.5111 1.5718 -2.5263
H -1.9909 1.0552 3.0557
H -3.6062 -2.4810 2.5657
H 2.6167 -4.0675 -1.6544
H -3.3879 0.0199 3.5149
H 3.3350 -4.5130 -0.0900
H 0.8027 1.3175 -4.5815
H 0.8716 -2.8469 2.4282
H 3.3237 -0.3107 -4.0481
H 2.1543 2.4288 -4.2498
H -2.2539 -3.3981 1.9127
H 1.7183 -1.1261 -4.1728
H -3.0898 0.3199 1.7908
H -2.9126 -2.1136 0.9450
H -2.6358 1.7727 -1.1398
H 2.3790 -2.2612 1.8151
```

***

Entry 4:
DFT (the ωB97M-V functional and the def2-TZVPD basis) results for an isolated molecule of C5H8O.

Properties
* structure (SMILES): O=CCC1CC1
* HOMO energy: -0.3581 Ha
* energy relative to the best compared isomer or geometry (same formula, charge and spin): 33.6 kcal per mole
* total energy: -270.50433 Ha
* molecular weight: 84.12 g mol⁻¹

Geometry as XYZ:
```
14
C5H8O (the ωB97M-V functional and the def2-TZVPD basis)
O 1.9775 0.8816 0.1253
C -2.0533 -0.3278 0.0020
C -0.6706 -0.1199 0.4862
C 1.7939 -0.2982 -0.1330
C -1.3376 0.9693 -0.3264
C 0.4315 -0.9615 -0.0903
H -0.5388 0.1165 1.5760
H 0.6011 -1.9029 0.5160
H 2.6758 -0.9902 -0.3608
H -1.0604 1.0453 -1.3906
H -2.1559 -1.0786 -0.8002
H 0.2065 -1.3555 -1.0975
H -1.6193 1.8683 0.2078
H -2.9129 -0.3276 0.7165
```

***

Entry 5:
DFT (the ωB97M-V functional and the def2-TZVPD basis) results for a structure of composition C17H23BrGeKN7.

Properties
* HOMO energy: -0.2028 Ha
* energy relative to the best compared isomer or geometry (same formula, charge and spin): 2.8 kcal per mole
* total energy: -6295.78697 Ha
* molecular weight: 517.03 g mol⁻¹

Geometry as XYZ:
```
50
C17H23BrGeKN7 (the ωB97M-V functional and the def2-TZVPD basis)
Br -7.1771 2.0994 -1.5215
Ge 3.2632 2.2886 0.3228
K 0.1982 0.6266 -0.9629
N -2.5846 1.3832 -1.2136
N -0.5573 -3.4737 1.5024
N -1.0643 -4.0468 3.6643
N -0.5253 -1.1856 0.9018
N -0.8632 0.3804 2.5771
N -0.9542 -1.8201 3.1564
N 0.0999 -1.9738 -1.6900
C 3.0162 3.6638 -1.0885
C -5.3184 1.8112 -1.3954
C -0.8552 -3.0815 2.7500
C -4.8173 0.8820 -0.5005
C -3.0915 2.2724 -2.0655
C -4.4472 2.5265 -2.1985
C 1.7848 2.6156 1.6408
C -0.4045 -2.4829 0.6345
C -3.4436 0.7083 -0.4513
C 0.6631 -3.6639 -3.2759
C -0.0471 -2.9132 -0.7593
C 0.1392 -4.2651 -1.0272
C 4.8705 2.9121 1.3118
C 0.4941 -4.6408 -2.3116
C -0.7685 -0.9133 2.2007
C 0.4651 -2.3392 -2.9130
C 2.9719 0.5516 -0.3728
H 5.7561 2.8305 0.6774
H 3.1834 4.6775 -0.7199
H 3.0877 -0.1701 0.4513
H 1.8973 3.5435 2.2048
H -4.8033 3.2598 -2.9071
H -0.8743 -5.0015 3.4231
H 0.6417 -5.6857 -2.5511
H -0.4275 1.1071 2.0325
H -3.0102 -0.0116 0.2347
H 1.7443 1.7844 2.3506
H 3.7216 0.2876 -1.1288
H 4.7740 3.9513 1.6326
H -2.3845 2.8195 -2.6792
H 5.0449 2.2927 2.1944
H 3.7197 3.4766 -1.9031
H -0.8751 0.5429 3.5703
H -5.4674 0.3071 0.1426
H 0.9519 -3.9073 -4.2890
H 2.0092 3.6208 -1.5137
H -1.1697 -3.7863 4.6276
H 0.8198 2.6808 1.1187
H 0.0115 -4.9933 -0.2425
H 0.6021 -1.5480 -3.6415
```

***

In the order shown, the computed max |F| values come out to 0.07073 0.05466 0.05643 0.03388 0.00875 hartree/bohr.